{"formula": "C37H59As2IInN6O3P", "method": "ωB97M-V/def2-TZVPD", "elements": ["In", "C", "As", "C", "C", "C", "C", "C", "C", "C", "As", "C", "C", "H", "H", "H", "H", "H", "H", "H", "H", "H", "H", "H", "H", "H", "H", "H", "H", "N", "C", "O", "C", "C", "H", "H", "H", "H", "H", "H", "I", "C", "C", "N", "N", "C", "H", "H", "H", "C", "C", "C", "C", "P", "C", "C", "C", "C", "C", "C", "C", "C", "C", "C", "H", "H", "H", "H", "H", "H", "H", "H", "H", "H", "H", "H", "H", "H", "H", "H", "H", "H", "H", "H", "H", "H", "H", "C", "N", "C", "N", "O", "H", "H", "H", "H", "H", "H", "O", "N", "C", "C", "C", "C", "C", "H", "H", "H", "H", "H"], "xyz": [[0.057, -0.143, -0.323], [-0.265, -1.054, 4.633], [-1.286, -0.534, 3.027], [-2.903, -1.554, 3.447], [-1.800, 1.233, 3.708], [-2.990, 1.420, 4.410], [-3.336, 2.666, 4.917], [-2.478, 3.743, 4.742], [-1.288, 3.565, 4.050], [-0.941, 2.326, 3.513], [0.734, 2.102, 2.512], [1.951, 2.525, 4.001], [0.891, 3.834, 1.604], [-0.830, -0.813, 5.533], [0.684, -0.515, 4.655], [-0.055, -2.125, 4.616], [-3.125, -1.546, 4.515], [-2.741, -2.585, 3.134], [-3.751, -1.162, 2.887], [-3.666, 0.588, 4.565], [-4.267, 2.790, 5.458], [-2.729, 4.715, 5.148], [-0.622, 4.412, 3.931], [1.684, 3.476, 4.464], [2.973, 2.589, 3.627], [1.907, 1.742, 4.758], [0.188, 4.571, 1.989], [0.703, 3.686, 0.543], [1.907, 4.207, 1.735], [1.721, -4.572, -0.140], [0.829, -3.624, 0.193], [-0.134, -3.356, -0.534], [1.082, -2.881, 1.487], [1.680, -1.514, 1.257], [1.620, -5.068, -1.008], [2.507, -4.788, 0.446], [1.743, -3.480, 2.124], [0.125, -2.789, 1.998], [2.641, -1.478, 0.749], [1.550, -0.790, 2.054], [-6.572, -1.567, -1.966], [-4.727, -1.523, -1.041], [-3.825, -2.552, -0.940], [-2.773, -2.059, -0.256], [-2.922, -0.762, 0.078], [-4.120, -0.435, -0.385], [-3.868, -3.570, -1.294], [-1.874, -2.515, -0.123], [-4.516, 0.561, -0.247], [2.167, -0.657, -3.938], [3.193, 0.066, -3.055], [3.649, -0.906, -1.957], [4.409, 0.484, -3.878], [2.291, 1.429, -2.125], [3.637, 2.346, -1.289], [3.710, 2.178, 0.097], [4.710, 2.790, 0.844], [5.646, 3.595, 0.213], [5.579, 3.783, -1.163], [4.589, 3.160, -1.908], [1.491, 2.638, -3.326], [2.178, 2.869, -4.672], [0.072, 2.097, -3.577], [1.379, 3.968, -2.572], [2.611, -1.577, -4.336], [1.857, -0.048, -4.790], [1.272, -0.932, -3.369], [4.203, -1.735, -2.411], [2.788, -1.322, -1.425], [4.305, -0.420, -1.232], [4.815, -0.402, -4.379], [5.198, 0.893, -3.245], [4.168, 1.217, -4.648], [2.965, 1.564, 0.593], [4.755, 2.640, 1.917], [6.428, 4.076, 0.788], [6.305, 4.417, -1.658], [4.563, 3.314, -2.979], [2.250, 1.952, -5.258], [3.178, 3.290, -4.563], [1.586, 3.583, -5.256], [0.084, 1.145, -4.115], [-0.497, 2.818, -4.179], [-0.466, 1.930, -2.638], [2.342, 4.474, -2.487], [0.998, 3.818, -1.558], [0.691, 4.633, -3.107], [-2.782, -0.091, -4.620], [-2.123, -1.383, -4.471], [-1.390, -1.708, -3.375], [-0.914, -2.984, -3.306], [-1.154, -0.897, -2.470], [-3.864, -0.212, -4.685], [-2.428, 0.429, -5.511], [-2.548, 0.507, -3.746], [-2.319, -2.094, -5.151], [-1.192, -3.690, -3.962], [-0.503, -3.257, -2.422], [-1.312, 2.026, 0.344], [-2.240, 2.924, 0.144], [-3.285, 3.006, 0.998], [-4.256, 3.972, 0.839], [-4.180, 4.869, -0.215], [-3.113, 4.756, -1.093], [-2.161, 3.781, -0.900], [-3.276, 2.280, 1.797], [-5.068, 4.009, 1.554], [-4.930, 5.638, -0.346], [-3.011, 5.423, -1.940], [-1.309, 3.636, -1.542]], "forces_ev_per_angstrom": [[0.0, 0.0, 0.4], [0.0, 0.0, 0.0], [0.0, 0.0, 0.1], [0.0, 0.0, 0.1], [0.0, 0.1, 0.0], [0.0, 0.0, -0.1], [0.0, 0.0, 0.0], [0.0, -0.1, 0.0], [0.0, -0.1, 0.0], [-0.1, 0.0, 0.0], [0.1, 0.1, 0.1], [0.0, 0.0, 0.1], [0.0, 0.0, -0.1], [0.0, 0.0, 0.0], [0.0, 0.0, 0.0], [0.0, 0.0, 0.0], [0.0, 0.0, 0.0], [0.0, 0.0, 0.0], [0.0, 0.0, 0.0], [0.0, 0.0, 0.0], [0.0, 0.0, 0.0], [0.0, 0.0, 0.0], [0.0, 0.0, 0.0], [0.0, 0.0, 0.0], [0.0, 0.0, 0.0], [0.0, 0.0, 0.0], [0.0, 0.0, 0.0], [0.0, 0.0, 0.0], [0.0, 0.0, 0.0], [-0.1, 0.1, 0.0], [0.0, 0.1, 0.0], [0.2, -0.1, 0.2], [0.2, 0.1, -0.1], [-0.3, 0.1, -0.4], [0.0, 0.0, 0.0], [0.0, 0.0, 0.1], [0.0, 0.0, 0.1], [-0.1, 0.0, 0.0], [-0.1, 0.0, 0.1], [0.1, -0.1, 0.0], [0.1, 0.0, 0.0], [-0.2, 0.1, 0.0], [0.2, 0.0, 0.1], [0.0, 0.0, 0.0], [-0.2, -0.5, -0.2], [0.1, 0.1, 0.0], [0.1, 0.1, 0.0], [0.0, 0.0, 0.0], [0.1, -0.1, 0.0], [0.0, 0.0, 0.0], [-0.1, 0.0, 0.1], [0.0, 0.0, -0.1], [0.0, 0.0, 0.0], [0.0, 0.0, -0.1], [0.0, -0.1, 0.2], [0.1, 0.1, -0.1], [0.0, 0.0, 0.0], [0.0, 0.0, 0.0], [0.0, 0.0, 0.0], [0.0, 0.0, 0.0], [0.0, -0.1, 0.0], [0.0, 0.1, 0.0], [0.0, 0.0, 0.0], [-0.1, 0.1, 0.0], [0.0, 0.1, 0.0], [0.0, -0.1, 0.1], [0.1, 0.0, 0.0], [0.0, 0.0, 0.0], [0.1, 0.0, 0.0], [0.0, 0.0, 0.0], [0.0, 0.1, 0.0], [0.0, 0.0, 0.0], [0.0, -0.1, 0.1], [0.0, 0.0, 0.0], [0.0, 0.0, -0.1], [0.0, 0.0, 0.0], [0.0, 0.0, 0.0], [0.0, 0.0, 0.0], [0.0, 0.1, 0.0], [0.0, 0.0, 0.0], [0.0, 0.0, 0.0], [0.0, 0.1, 0.1], [0.1, 0.0, 0.0], [0.0, 0.0, -0.1], [-0.1, 0.0, 0.0], [0.0, 0.0, 0.0], [0.0, 0.0, 0.0], [0.1, -0.2, 0.0], [0.0, 0.3, 0.2], [-0.2, -0.2, 0.1], [0.0, 0.3, -0.1], [0.0, 0.1, -0.2], [0.0, 0.0, 0.0], [0.0, 0.0, 0.0], [0.0, 0.0, 0.1], [0.0, -0.1, 0.0], [0.0, 0.0, 0.0], [0.0, -0.1, 0.0], [-0.1, 0.3, -0.2], [0.0, -0.1, 0.0], [0.1, 0.0, 0.0], [0.0, 0.0, 0.0], [0.0, 0.0, 0.0], [-0.1, 0.0, 0.0], [0.0, -0.1, 0.1], [0.1, 0.0, 0.0], [0.0, 0.0, 0.0], [0.0, 0.0, 0.0], [0.0, 0.0, 0.0], [0.1, 0.0, 0.0]], "gap_ha": [0.256, 0.263], "largest_force_ev_per_a": 0.54, "spin_multiplicity": 2, "e_tot_ha": -7300.02869, "s_squared": 0.770, "charge": 1, "lumo_energy_ev": [-1.81, -2.69], "homo_ev": [-8.78, -9.85]}

{"formula": "C37H60BN6V", "method": "ωB97M-V/def2-TZVPD", "elements": ["V", "C", "C", "C", "C", "C", "C", "C", "C", "C", "N", "N", "B", "N", "N", "C", "C", "C", "C", "C", "C", "C", "C", "C", "N", "N", "C", "C", "C", "C", "C", "C", "C", "C", "C", "H", "H", "H", "H", "H", "H", "H", "H", "H", "H", "H", "H", "H", "H", "H", "H", "H", "H", "H", "H", "H", "H", "H", "H", "H", "H", "H", "H", "H", "H", "H", "H", "H", "H", "H", "H", "H", "H", "H", "H", "H", "H", "H", "H", "H", "H", "C", "C", "C", "C", "C", "C", "C", "C", "C", "C", "H", "H", "H", "H", "H", "H", "H", "H", "H", "H", "H", "H", "H", "H"], "xyz": [[-0.137, -0.303, -0.009], [0.395, 0.654, -2.589], [1.737, 1.380, -2.522], [1.620, 2.867, -2.851], [2.403, 1.142, -1.201], [3.730, 1.378, -0.843], [3.889, 0.798, 0.403], [5.120, 0.798, 1.260], [5.337, 2.198, 1.849], [6.348, 0.360, 0.462], [2.703, 0.261, 0.765], [1.780, 0.511, -0.207], [2.381, -0.932, 1.718], [1.166, -0.583, 2.627], [-0.090, -0.576, 2.087], [-0.961, -0.508, 3.094], [-0.268, -0.412, 4.299], [1.075, -0.449, 3.970], [2.204, -0.238, 4.946], [3.039, 0.985, 4.567], [3.091, -1.452, 5.220], [-2.438, -0.633, 2.877], [-2.915, -2.013, 3.339], [-3.220, 0.480, 3.572], [2.010, -2.170, 0.815], [0.885, -2.098, 0.049], [0.690, -3.270, -0.537], [1.727, -4.132, -0.181], [2.540, -3.411, 0.678], [3.770, -3.956, 1.348], [3.519, -4.250, 2.827], [5.023, -3.113, 1.119], [-0.530, -3.517, -1.379], [-1.610, -2.454, -1.154], [-0.179, -3.632, -2.864], [-0.061, 0.738, -3.575], [-0.322, 1.117, -1.898], [0.520, -0.416, -2.379], [2.395, 0.927, -3.270], [1.031, 3.384, -2.095], [1.145, 3.015, -3.822], [2.605, 3.333, -2.883], [4.484, 1.879, -1.426], [4.965, 0.096, 2.081], [5.542, 2.914, 1.052], [6.189, 2.195, 2.530], [4.460, 2.545, 2.396], [6.558, 1.066, -0.344], [6.212, -0.627, 0.022], [7.225, 0.329, 1.111], [3.315, -1.186, 2.400], [-0.677, -0.324, 5.291], [1.688, -0.007, 5.882], [3.584, 0.805, 3.641], [3.767, 1.202, 5.349], [2.412, 1.867, 4.427], [3.796, -1.623, 4.409], [2.501, -2.357, 5.368], [3.672, -1.276, 6.126], [-2.613, -0.569, 1.801], [-2.761, -2.128, 4.412], [-2.366, -2.810, 2.835], [-3.979, -2.140, 3.134], [-3.076, 0.429, 4.652], [-4.288, 0.379, 3.374], [-2.904, 1.470, 3.239], [1.869, -5.156, -0.484], [3.937, -4.915, 0.851], [3.258, -3.343, 3.367], [4.413, -4.675, 3.286], [2.702, -4.961, 2.949], [4.989, -2.178, 1.674], [5.149, -2.880, 0.060], [5.904, -3.665, 1.451], [-0.941, -4.477, -1.056], [-1.370, -1.520, -1.685], [-1.774, -2.261, -0.085], [-2.565, -2.774, -1.572], [0.244, -2.695, -3.235], [-1.066, -3.863, -3.456], [0.557, -4.417, -3.032], [-5.350, 1.429, -2.173], [-3.964, 0.816, -2.398], [-3.638, 0.736, -3.888], [-2.926, 1.579, -1.606], [-2.541, 1.125, -0.342], [-1.605, 1.812, 0.431], [-1.011, 2.987, -0.046], [0.036, 3.698, 0.763], [-1.444, 3.467, -1.275], [-2.375, 2.776, -2.043], [-6.114, 0.859, -2.703], [-5.375, 2.456, -2.545], [-5.610, 1.450, -1.114], [-3.979, -0.205, -2.001], [-3.700, 1.716, -4.364], [-4.354, 0.088, -4.393], [-2.637, 0.337, -4.061], [-3.043, 0.249, 0.058], [-1.387, 1.490, 1.443], [0.985, 3.155, 0.719], [-0.255, 3.767, 1.811], [0.208, 4.706, 0.388], [-1.044, 4.402, -1.649], [-2.671, 3.187, -3.000]], "forces_ev_per_angstrom": [[0.0, -0.1, -0.1], [0.0, 0.1, 0.0], [0.0, 0.0, 0.0], [0.0, 0.0, 0.0], [0.0, 0.0, 0.0], [0.0, 0.0, 0.0], [0.0, -0.1, 0.0], [0.0, 0.0, 0.0], [0.0, 0.0, 0.0], [0.0, 0.0, 0.0], [0.0, 0.0, 0.1], [0.1, 0.0, 0.0], [0.0, 0.1, 0.0], [0.0, 0.0, 0.0], [0.0, 0.0, 0.1], [0.0, 0.0, 0.0], [0.0, 0.0, 0.0], [0.0, -0.1, 0.0], [0.0, 0.0, 0.0], [0.0, 0.0, 0.0], [0.0, 0.0, 0.0], [0.0, 0.0, 0.0], [0.0, 0.0, 0.0], [0.0, 0.0, 0.0], [0.0, -0.1, 0.0], [0.0, 0.1, 0.0], [-0.1, 0.0, 0.0], [0.0, 0.0, 0.0], [0.0, 0.0, 0.0], [0.0, 0.0, 0.0], [0.0, 0.0, 0.0], [0.0, 0.0, 0.0], [0.0, 0.0, 0.0], [0.0, 0.0, 0.0], [0.0, 0.0, 0.0], [0.0, 0.0, 0.0], [0.0, 0.0, 0.0], [0.0, 0.0, 0.0], [0.0, 0.0, 0.0], [0.0, 0.0, 0.0], [0.0, 0.0, 0.0], [0.0, 0.0, 0.0], [0.0, 0.0, 0.0], [0.0, 0.0, 0.0], [0.0, 0.0, 0.0], [0.0, 0.0, 0.0], [0.0, 0.0, 0.0], [0.0, 0.0, 0.0], [0.0, 0.0, 0.0], [0.0, 0.0, 0.0], [0.0, 0.0, 0.0], [0.0, 0.0, 0.0], [0.0, 0.0, 0.0], [0.0, 0.0, 0.0], [0.0, 0.0, 0.0], [0.0, 0.0, 0.0], [0.0, 0.0, 0.0], [0.0, 0.0, 0.0], [0.0, 0.0, 0.0], [0.0, 0.0, -0.1], [0.0, 0.0, 0.0], [0.0, 0.0, 0.0], [0.0, 0.0, 0.0], [0.0, 0.0, 0.0], [0.0, 0.0, 0.0], [0.0, 0.0, 0.0], [0.0, 0.0, 0.0], [0.0, 0.0, 0.0], [0.0, 0.0, 0.0], [0.0, 0.0, 0.0], [0.0, 0.0, 0.0], [0.0, 0.0, 0.0], [0.0, 0.0, 0.0], [0.0, 0.0, 0.0], [0.0, 0.0, 0.0], [0.0, 0.0, 0.0], [0.0, 0.0, 0.0], [0.0, 0.0, 0.0], [0.0, 0.0, 0.0], [0.0, 0.0, 0.0], [0.0, 0.0, 0.0], [0.0, 0.0, 0.0], [0.0, 0.0, 0.0], [0.0, 0.0, 0.0], [0.0, 0.0, 0.1], [0.0, 0.0, 0.0], [0.0, 0.1, 0.0], [-0.1, 0.0, 0.0], [0.0, 0.0, 0.0], [0.0, 0.0, 0.0], [0.0, 0.0, 0.0], [0.0, 0.0, 0.0], [0.0, 0.0, 0.0], [0.0, 0.0, 0.0], [0.0, 0.0, 0.0], [0.0, 0.0, 0.0], [0.0, 0.0, 0.0], [0.0, 0.0, 0.0], [0.0, 0.0, 0.0], [0.0, 0.0, 0.0], [0.0, 0.0, 0.0], [0.0, 0.0, 0.0], [0.0, 0.0, 0.0], [0.0, 0.0, 0.0], [0.0, 0.0, 0.0]], "gap_ha": [0.322, 0.341], "largest_force_ev_per_a": 0.14, "spin_multiplicity": 4, "e_tot_ha": -2743.26105, "s_squared": 3.759, "charge": 1, "lumo_energy_ev": [-1.97, -2.08], "homo_ev": [-10.72, -11.38], "e_above_lowest_kj_mol": 0.0}